{"formula": "C18H30InN5OPS3", "method": "ωB97M-V/def2-TZVPD", "homo_lumo_gap_ha": [0.15875, 0.20950], "charge": 3, "relative_energy_kcal_mol": 0.0, "elements": ["In", "C", "C", "S", "C", "C", "S", "C", "C", "S", "H", "H", "H", "H", "H", "H", "H", "H", "H", "H", "H", "H", "N", "C", "O", "C", "C", "C", "N", "C", "C", "H", "H", "H", "H", "H", "H", "C", "N", "C", "N", "C", "N", "C", "P", "C", "C", "H", "H", "H", "H", "H", "H", "H", "H", "H", "H", "H", "H"], "coordinates": [[0.011, 1.034, -0.237], [4.507, 3.189, 0.950], [4.766, 2.470, -0.396], [3.326, 1.639, -1.124], [2.923, 2.717, -2.528], [2.511, 4.123, -2.132], [0.909, 4.204, -1.287], [1.320, 5.420, -0.023], [2.187, 4.849, 1.129], [3.931, 4.874, 0.770], [5.454, 3.292, 1.489], [3.804, 2.644, 1.576], [5.504, 1.693, -0.200], [5.198, 3.144, -1.136], [2.126, 2.205, -3.069], [3.790, 2.754, -3.188], [2.464, 4.773, -3.007], [3.260, 4.562, -1.458], [0.377, 5.774, 0.392], [1.807, 6.271, -0.498], [1.896, 3.841, 1.415], [2.079, 5.512, 1.998], [-7.546, 1.331, -0.294], [-6.657, 0.385, -0.653], [-6.951, -0.716, -1.060], [-5.180, 0.721, -0.512], [-4.652, 1.729, 0.284], [-3.278, 1.853, 0.385], [-2.430, 1.040, -0.256], [-2.948, 0.079, -1.041], [-4.301, -0.114, -1.192], [-8.526, 1.113, -0.389], [-7.294, 2.268, -0.042], [-5.278, 2.405, 0.849], [-2.842, 2.622, 1.011], [-2.239, -0.559, -1.560], [-4.699, -0.904, -1.813], [-0.684, -5.470, 1.156], [-0.409, -4.273, 1.927], [0.994, -4.258, 2.343], [1.896, -4.268, 1.192], [1.661, -5.463, 0.405], [0.240, -5.408, 0.005], [-0.081, -4.443, -0.994], [0.143, -2.679, -0.304], [-0.818, -3.046, 1.264], [1.836, -3.041, 0.413], [-1.714, -5.492, 0.808], [-0.471, -6.361, 1.742], [1.189, -5.139, 2.953], [1.181, -3.368, 2.940], [1.830, -6.354, 1.006], [2.295, -5.487, -0.479], [-1.118, -4.556, -1.315], [0.577, -4.553, -1.857], [-1.884, -3.090, 1.034], [-0.667, -2.208, 1.948], [2.107, -2.199, 1.055], [2.565, -3.083, -0.397]]}